Molecular formula: C23H32Br4F5NO7PTe2Ti
Method: DFT, ωB97M-V/def2-TZVPD

The calculation puts the HOMO energy at -5.53 eV. Its charge is -1. Its calculated total energy is -380951.902 eV. As for the HOMO-LUMO gap: 6.128 eV. The lowest unoccupied orbital energy comes out at 0.597 eV.

```
76
Properties=species:S:1:pos:R:3:mulliken_charge:R:1
Te 1.907 -2.473 -0.616 0.314
O 0.356 2.227 0.247 0.956
C 1.387 -5.268 -1.809 0.657
H -3.892 4.265 1.868 0.356
C 1.808 -4.673 1.941 -1.455
F -2.488 -1.738 0.144 -0.413
H -1.877 6.575 -2.637 0.423
C -3.963 1.563 2.403 -1.506
Te -0.572 -1.717 0.144 1.485
H 2.822 -9.177 -0.245 0.354
Br 4.856 4.767 0.954 -0.208
H 0.839 -5.213 -3.884 0.381
P -2.658 2.790 -0.253 0.734
Ti -0.620 0.997 -0.628 -0.658
Br 6.316 2.119 -0.344 -0.209
H -3.043 5.990 -1.421 0.377
C 2.444 3.316 0.530 -0.256
O 1.469 0.071 -0.699 -0.126
H 1.071 -9.388 -0.256 0.318
C -3.230 3.959 2.676 -1.715
C 0.008 4.645 -2.298 -1.323
O -1.563 3.886 -0.663 0.327
C -2.775 2.521 2.442 1.609
H -2.199 2.172 4.497 0.480
C 2.282 1.063 -0.396 0.361
C 1.902 -8.885 -0.753 -1.495
C 1.823 -6.725 0.522 -0.920
H 0.914 -1.566 2.739 0.219
C 1.073 -4.520 -3.076 -1.455
H 1.965 -7.300 1.431 0.394
H -2.200 4.425 -3.960 0.506
C 3.672 1.064 -0.531 0.019
C 1.731 -7.392 -0.692 0.796
C 4.443 2.162 -0.133 0.160
C 1.579 -4.600 -0.587 -0.069
H 2.308 -3.708 1.874 0.189
H 0.213 -3.870 -2.910 0.223
C 1.749 -5.340 0.595 1.050
Br 1.534 4.804 1.246 -0.134
C -1.475 4.582 -1.932 1.638
C -2.271 3.871 -3.024 -1.717
H -1.878 2.866 -3.177 0.238
H 1.949 -9.233 -1.783 0.348
O -0.736 -0.048 0.863 0.397
C 1.667 2.240 0.135 -0.905
H 1.358 -7.168 -2.787 0.267
H -3.616 0.564 2.133 0.178
O -4.041 3.277 -0.298 -0.916
H -4.670 1.895 1.644 0.354
H 1.153 -0.123 2.031 -0.029
H 0.134 5.131 -3.267 0.506
F -1.131 -3.433 -0.765 -0.463
C 1.479 -6.653 -1.840 -0.971
H -1.413 6.479 -0.925 0.318
H 2.325 -5.299 2.669 0.438
H 0.543 5.217 -1.540 0.233
H 1.915 -3.899 -3.383 0.310
H -1.449 1.070 3.317 0.110
H -4.457 1.522 3.374 0.469
O -2.315 1.490 -1.032 -0.267
F -0.912 -2.616 1.860 -0.428
H -3.755 4.042 3.628 0.451
H 2.365 -0.822 2.886 0.236
C -1.993 6.002 -1.716 -1.842
N 1.604 -1.006 2.243 -0.410
H 0.789 -4.495 2.294 0.216
C -1.763 2.098 3.501 -1.403
H -3.319 3.794 -2.731 0.393
C 3.834 3.284 0.403 0.231
H -0.887 2.746 3.441 0.310
H -2.362 4.621 2.682 0.306
Br 4.521 -0.456 -1.295 -0.198
H 0.428 3.643 -2.346 0.067
O -2.050 2.436 1.192 0.670
F -0.982 -0.863 -1.693 -0.408
F 0.022 1.416 -2.225 -0.469
```